[1]
The following is a DFT calculation (ωB97M-V/def2-TZVPD) of a cluster of 2 separate species, C4H11NO in total.

Last column: Mulliken charge in e.
Element x y z (Å)
C 0.26443 -1.44793 -1.61841  -0.90
C 0.46610 0.01548 -1.28025  0.65
N 1.70307 0.36934 -0.78773  -0.41
O -0.36702 0.87010 -1.49382  -0.61
H -0.46073 -1.86002 -0.92170  0.20
H 1.19510 -2.00357 -1.63804  0.37
H -0.19157 -1.45972 -2.60498  0.28
H 1.96263 1.32002 -0.98575  0.23
H 2.35808 -0.31396 -0.46000  0.19
C -0.50096 -0.39426 2.31586  -0.69
C -1.49887 0.78465 2.23203  -0.82
H -0.91029 -1.18289 1.68672  0.15
H 0.48562 -0.04360 2.01016  0.20
H -0.37499 -0.75221 3.33738  0.36
H -1.59668 1.10318 1.19544  0.23
H -2.45503 0.42707 2.59138  0.29
H -1.13545 1.62190 2.82572  0.28

Calculated values
Relative energy (zero: lowest compared OMol25 entry of this formula, charge and spin) ... 0.217 eV
Molecular weight ... 89.14 g/mol
F_max ... 0.98 eV/A
Energy ... -7864.3370 eV
Lowest unoccupied orbital energy ... 0.87 eV
Highest occupied orbital energy ... -0.3644 Ha

***

[2]
The following is a DFT calculation (ωB97M-V/def2-TZVPD) of an isolated molecule of C4H11NO.

Last column: Mulliken charge in e.
Element x y z (Å)
C -0.83536 -1.15627 -0.40130  -1.75
C -0.21839 0.18326 -0.02837  1.62
C -0.18110 0.21738 1.47641  -1.64
N -1.09475 1.27089 -0.49609  -0.74
C 1.20802 0.33262 -0.48690  -0.85
O 1.96574 -0.75779 -0.05519  -0.53
H -1.93205 -1.09942 -0.08201  0.40
H -0.88495 -1.29165 -1.49817  0.38
H -0.33210 -2.00380 0.13205  0.42
H 0.50947 -0.50061 1.88068  0.38
H 0.09365 1.23620 1.72946  0.41
H -1.17856 0.06360 1.93165  0.35
H -1.32332 1.17805 -1.55775  0.30
H -0.52816 2.14901 -0.46382  0.30
H 1.64120 1.25960 0.02897  0.32
H 1.31425 0.55580 -1.62343  0.30
H 1.77641 -1.63685 -0.48618  0.34

Calculated values
Relative energy (zero: lowest compared OMol25 entry of this formula, charge and spin) ... 1.148 eV
Molecular weight ... 89.14 g/mol
F_max ... 2.52 eV/A
Energy ... -7863.4056 eV
Lowest unoccupied orbital energy ... 0.82 eV
Highest occupied orbital energy ... -0.3469 Ha

***

[3]
The following is a DFT calculation (ωB97M-V/def2-TZVPD) of a cluster of 2 separate species, C4H11NO in total.

Last column: Mulliken charge in e.
Element x y z (Å)
C -2.70214 0.41244 -0.60221  -0.70
C -1.51113 0.30601 -0.01788  -0.22
C -0.60755 -0.92037 -0.19654  -0.26
C 0.46183 -0.99480 0.87828  -0.33
N 1.66686 -1.70817 0.39523  -0.74
H -3.33334 -0.43765 -0.83798  0.27
H -3.10982 1.38533 -0.83776  0.25
H -1.00989 1.23642 0.23287  0.18
H -0.09497 -0.76469 -1.14670  0.19
H -1.22329 -1.81043 -0.26454  0.32
H 0.78314 0.02521 1.13147  0.21
H 0.07576 -1.45700 1.78819  0.31
H 2.51826 -1.31942 0.82443  0.25
H 1.93945 -1.25005 -0.48908  0.26
O 1.82459 2.11631 -0.18790  -0.58
H 1.54466 3.00486 -0.41186  0.30
H 2.77755 2.17601 -0.25803  0.28

Calculated values
Relative energy (zero: lowest compared OMol25 entry of this formula, charge and spin) ... 1.959 eV
Molecular weight ... 89.14 g/mol
F_max ... 1.70 eV/A
Energy ... -7862.5945 eV
Lowest unoccupied orbital energy ... 0.54 eV
Highest occupied orbital energy ... -0.3420 Ha

***

[4]
The following is a DFT calculation (ωB97M-V/def2-TZVPD) of a cluster of 2 separate species, C4H11NO in total.

Last column: Mulliken charge in e.
Element x y z (Å)
C -0.28330 -0.88814 -1.36431  -0.24
N -0.44210 -0.84520 -0.10497  -0.35
C 0.87747 -0.62920 0.62103  -0.71
C 1.50249 0.80130 0.61577  -0.39
C 2.41452 0.90550 -0.61355  -0.85
H 0.71459 -0.84707 -1.86903  0.20
H -1.01705 -1.40707 -2.05410  0.25
H 1.63421 -1.39703 0.28137  0.33
H 0.67137 -0.89233 1.63580  0.37
H 1.94835 0.94630 1.56298  0.38
H 0.73791 1.57479 0.65358  0.29
H 2.65514 1.99590 -0.77133  0.31
H 1.99617 0.52286 -1.63292  0.19
H 3.41389 0.32174 -0.38150  0.23
O -3.77682 0.36462 0.71596  -0.66
H -2.91530 0.13188 0.47030  0.33
H -3.59706 0.91270 1.55833  0.32

Calculated values
Relative energy (zero: lowest compared OMol25 entry of this formula, charge and spin) ... 2.429 eV
Molecular weight ... 89.14 g/mol
F_max ... 3.79 eV/A
Energy ... -7862.1244 eV
Lowest unoccupied orbital energy ... 0.88 eV
Highest occupied orbital energy ... -0.3643 Ha

***

[5]
The following is a DFT calculation (ωB97M-V/def2-TZVPD) of a cluster of 2 separate species, C4H11NO in total.

Last column: Mulliken charge in e.
Element x y z (Å)
C 0.98739 -1.56529 -0.21939  -0.78
C 2.04500 -0.89482 0.19301  0.11
C 2.12018 0.13935 1.27840  -0.89
H 1.16175 -2.26926 -1.02925  0.23
H -0.01243 -1.54491 0.18521  0.26
H 2.99187 -1.20158 -0.24892  0.30
H 1.35752 0.89704 1.08168  0.20
H 3.09406 0.61115 1.31285  0.31
H 1.86873 -0.26520 2.26010  0.27
N -2.69266 -0.04451 -0.62464  -0.60
C -2.13712 1.28166 -0.45725  -0.33
O -0.71957 1.35428 -0.40511  -0.51
H -2.36832 -0.63051 0.13740  0.28
H -2.31312 -0.44831 -1.47673  0.25
H -2.49981 1.67829 0.49114  0.31
H -2.50925 1.92236 -1.25572  0.30
H -0.37423 0.98025 -1.22277  0.28

Calculated values
Relative energy (zero: lowest compared OMol25 entry of this formula, charge and spin) ... 1.674 eV
Molecular weight ... 89.14 g/mol
F_max ... 0.95 eV/A
Energy ... -7862.8799 eV
Lowest unoccupied orbital energy ... 0.96 eV
Highest occupied orbital energy ... -0.3544 Ha

***

[6]
The following is a DFT calculation (ωB97M-V/def2-TZVPD) of a cluster of 2 separate species, C4H11NO in total.

Last column: Mulliken charge in e.
Element x y z (Å)
C -1.19564 -0.45218 -0.55345  -0.58
C -0.47734 -1.79522 -0.33242  -0.52
C 0.33991 -1.44789 0.89753  -0.60
N -0.59119 -0.80068 1.79632  -0.47
C -1.51282 -0.02558 0.89076  -0.52
H -2.10518 -0.56879 -1.13481  0.31
H -0.54774 0.22709 -1.10807  0.28
H -1.26858 -2.46553 0.01288  0.25
H 0.04762 -2.19835 -1.19433  0.35
H 0.94615 -2.26606 1.28532  0.37
H 1.07002 -0.69944 0.59083  0.25
H -1.09912 -1.49732 2.32281  0.28
H -2.53747 -0.29586 1.11101  0.29
H -1.31240 1.00794 1.15074  0.29
O 3.25027 4.69049 -2.15180  -0.64
H 3.28993 3.73497 -2.26372  0.32
H 3.70357 4.85240 -1.31960  0.32

Calculated values
Relative energy (zero: lowest compared OMol25 entry of this formula, charge and spin) ... 1.123 eV
Molecular weight ... 89.14 g/mol
F_max ... 1.12 eV/A
Energy ... -7863.4305 eV
Lowest unoccupied orbital energy ... 0.79 eV
Highest occupied orbital energy ... -0.3250 Ha